[1]
Molecular formula: C56H39BrN2O4PTa
Method: DFT, ωB97M-V/def2-TZVPD

```
104
Properties=species:S:1:pos:R:3:mulliken_charge:R:1
Ta -0.325 -1.136 0.056 2.09
Br 4.302 -6.444 -2.462 -0.20
C 2.966 -5.368 -1.666 -0.32
C 1.629 -5.558 -2.003 -0.59
C 0.650 -4.772 -1.422 -0.58
C 1.008 -3.791 -0.512 -0.68
O 0.068 -3.015 0.067 -0.74
C 2.339 -3.588 -0.190 0.82
C 2.730 -2.513 0.733 -0.40
N 1.954 -1.576 1.082 0.42
C 2.410 -0.601 2.001 -0.76
C 3.611 0.030 1.916 -0.24
C 3.968 1.006 2.886 -1.10
C 3.119 1.313 3.905 -1.01
C 1.849 0.679 3.991 1.43
C 0.909 0.945 5.013 -0.84
C -0.292 0.306 5.006 -0.85
C -0.584 -0.581 3.942 -1.07
N 0.253 -0.858 2.980 -0.06
C 1.482 -0.263 3.022 0.28
C 3.321 -4.394 -0.759 -0.35
H 1.359 -6.320 -2.723 0.43
H -0.398 -4.899 -1.664 0.52
H 3.749 -2.546 1.131 0.58
H 4.281 -0.199 1.093 0.59
H 4.924 1.506 2.804 0.41
H 3.393 2.049 4.653 0.44
H 1.157 1.658 5.792 0.45
H -1.031 0.480 5.776 0.50
H -1.560 -1.057 3.891 1.29
H 4.362 -4.237 -0.500 0.56
C -3.795 3.517 1.669 -0.52
C -3.081 2.904 2.691 -0.70
C -2.842 1.536 2.645 0.11
C -3.324 0.762 1.589 0.54
C -4.027 1.389 0.563 -0.38
C -4.263 2.758 0.604 -0.76
P -2.874 -1.016 1.525 1.31
C -4.092 -1.856 2.595 0.59
C -3.970 -3.243 2.721 -0.51
C -4.883 -3.964 3.473 -0.68
C -5.922 -3.304 4.120 -0.52
C -6.042 -1.928 4.007 -0.69
C -5.128 -1.200 3.248 -0.45
C -3.337 -1.581 -0.119 -0.02
C -4.631 -1.873 -0.560 -0.34
C -4.816 -2.266 -1.872 -0.69
C -3.715 -2.358 -2.731 -0.79
C -2.435 -2.064 -2.287 -0.80
C -2.214 -1.681 -0.953 -0.46
H -3.968 4.587 1.694 0.43
H -2.690 3.493 3.512 0.38
H -2.242 1.078 3.425 0.09
H -4.356 0.813 -0.292 0.36
H -4.797 3.235 -0.209 0.40
H -3.163 -3.762 2.214 0.46
H -4.781 -5.039 3.557 0.42
H -6.636 -3.864 4.710 0.38
H -6.851 -1.410 4.507 0.42
H -5.237 -0.127 3.161 0.41
H -5.478 -1.798 0.116 0.49
H -5.810 -2.502 -2.233 0.40
H -3.870 -2.663 -3.760 0.41
H -1.599 -2.135 -2.974 0.53
O 0.249 3.178 2.327 0.04
C -0.157 3.760 1.166 0.65
C -0.193 5.146 1.047 -1.06
C -0.615 5.738 -0.132 -0.66
C -1.017 4.959 -1.210 -1.05
C -0.992 3.583 -1.084 -0.53
C -0.560 2.965 0.089 0.17
C -0.568 1.490 0.110 1.22
O 0.035 0.823 1.027 -0.23
O -1.176 0.819 -0.769 -0.70
H 0.501 3.880 2.939 0.25
H 0.116 5.759 1.888 0.41
H -0.625 6.819 -0.207 0.42
H -1.334 5.419 -2.137 0.47
H -1.296 2.943 -1.902 0.50
C 0.905 -0.745 -1.456 -0.18
C 1.799 -0.244 -2.230 -0.23
C 2.710 0.337 -2.987 -0.14
C 2.382 1.693 -3.539 0.03
C 3.344 2.703 -3.613 -0.20
C 3.021 3.971 -4.079 -0.76
C 1.724 4.260 -4.485 -0.48
C 0.758 3.265 -4.415 -0.64
C 1.084 1.999 -3.948 -0.30
C 4.006 -0.341 -3.283 -0.12
C 4.779 -0.003 -4.392 -0.34
C 5.971 -0.666 -4.666 -0.80
C 6.420 -1.686 -3.841 -0.63
C 5.655 -2.037 -2.734 -0.51
C 4.473 -1.369 -2.461 0.50
H 4.356 2.496 -3.285 0.55
H 3.785 4.738 -4.117 0.40
H 1.472 5.246 -4.855 0.41
H -0.259 3.473 -4.731 0.43
H 0.324 1.227 -3.889 0.45
H 4.437 0.774 -5.065 0.51
H 6.547 -0.385 -5.540 0.39
H 7.348 -2.201 -4.056 0.38
H 5.986 -2.837 -2.081 0.35
H 3.875 -1.643 -1.600 0.21
```

Energy in hartree: -5540.2989
HOMO level in hartree: -0.22661
Orbital gap in eV: 5.84
Multiplicity: 1
Charge: 0
Energy above the lowest of the compared OMol25 structures with the same formula, charge and spin in kJ/mol: 84.4



[2]
Molecular formula: CH12BaO9
Method: DFT, ωB97M-V/def2-TZVPD

```
23
Properties=species:S:1:pos:R:3:lowdin_spin:R:1
Ba 0.042 -0.346 0.207 0.00
C -0.701 2.894 0.728 0.01
O 0.434 2.494 0.927 0.13
O -1.480 2.133 0.098 0.24
O -0.893 4.107 0.517 0.62
O -0.035 0.546 -2.577 0.00
H 0.460 1.326 -2.828 0.00
H -0.441 0.247 -3.390 0.00
O 2.594 0.588 -0.549 0.00
H 3.094 1.100 -1.185 0.00
H 2.318 1.226 0.109 0.00
O -2.117 -1.147 -1.407 0.00
H -2.378 -0.852 -2.280 0.00
H -2.652 -1.924 -1.247 0.00
O 1.521 0.352 2.409 0.00
H 1.114 0.989 2.996 0.00
H 2.460 0.450 2.563 0.00
O 0.847 -2.953 0.006 0.00
H 0.719 -3.021 -0.940 0.00
H 1.747 -3.247 0.148 0.00
O -1.853 -1.617 1.763 0.00
H -2.620 -1.947 1.296 0.00
H -2.179 -1.399 2.637 0.00
```

Energy in hartree: -747.8108
⟨S²⟩: 0.757
HOMO level (alpha / beta) in hartree: -0.44953 / -0.44527
Orbital gap (alpha / beta) in eV: 8.78 / 8.27
Multiplicity: 2
Charge: +1
Energy above the lowest of the compared OMol25 structures with the same formula, charge and spin in kJ/mol: 25.8